[1]
A molecular structure, C31H32N5O2Sc, computed with ωB97M-V with the def2-TZVPD basis set.

Last column: Löwdin charge in e.
Geometry (Å):
1 Sc 11.57 14.67 7.83  1.07
2 C 15.72 20.66 7.45  -0.02
3 C 14.71 19.55 7.34  -0.24
4 C 13.44 19.75 6.86  0.03
5 C 12.50 18.71 6.70  -0.10
6 C 11.23 19.07 6.15  0.05
7 N 10.29 18.23 5.84  0.08
8 C 8.97 18.53 5.33  -0.12
9 C 7.94 17.67 6.09  -0.12
10 C 8.17 16.17 5.84  -0.11
11 N 7.05 15.42 6.50  0.11
12 C 6.76 15.40 7.76  0.03
13 C 7.49 15.75 8.93  -0.10
14 C 6.72 16.24 10.02  0.04
15 C 7.28 16.59 11.21  -0.25
16 C 6.50 17.12 12.39  -0.02
17 C 8.64 16.36 11.35  0.04
18 C 9.43 15.83 10.37  -0.10
19 C 10.77 15.39 10.76  -0.05
20 N 11.66 14.81 10.06  -0.02
21 C 12.90 14.43 10.79  -0.17
22 C 13.61 13.27 10.10  -0.14
23 C 14.45 13.68 8.86  -0.18
24 N 13.83 14.83 8.22  -0.03
25 C 14.56 15.86 8.04  -0.05
26 C 14.14 17.16 7.56  -0.10
27 C 15.02 18.23 7.68  0.06
28 C 12.85 17.37 7.02  -0.24
29 O 11.98 16.40 6.84  -0.15
30 C 8.90 15.56 9.08  -0.27
31 O 9.62 15.09 8.14  -0.14
32 H 15.22 21.61 7.21  0.09
33 H 16.56 20.57 6.77  0.09
34 H 16.12 20.71 8.47  0.09
35 H 13.14 20.77 6.61  0.13
36 H 11.02 20.13 6.01  0.16
37 H 10.57 17.25 6.04  0.13
38 H 8.93 18.34 4.27  0.14
39 H 8.78 19.58 5.50  0.13
40 H 6.90 17.91 5.78  0.14
41 H 7.99 17.88 7.17  0.12
42 H 9.08 15.78 6.26  0.09
43 H 8.10 15.89 4.80  0.14
44 H 6.34 15.10 5.86  0.17
45 H 5.74 15.05 7.95  0.16
46 H 5.64 16.36 9.89  0.14
47 H 5.45 17.32 12.15  0.09
48 H 6.93 18.07 12.77  0.10
49 H 6.54 16.40 13.19  0.09
50 H 9.13 16.53 12.31  0.14
51 H 10.98 15.55 11.83  0.15
52 H 12.59 14.13 11.82  0.14
53 H 13.54 15.31 10.83  0.13
54 H 12.87 12.55 9.77  0.10
55 H 14.30 12.80 10.81  0.13
56 H 14.48 12.85 8.15  0.12
57 H 15.47 13.92 9.16  0.12
58 H 15.61 15.81 8.35  0.14
59 H 16.02 18.01 8.05  0.14
60 N 11.48 7.24 7.59  0.18
61 C 11.40 8.37 7.47  -0.17
62 C 11.41 9.81 7.28  -0.22
63 C 12.35 10.42 6.45  -0.01
64 C 12.42 11.81 6.37  -0.11
65 C 11.57 12.64 7.11  -0.24
66 C 10.65 11.97 7.95  -0.15
67 C 10.55 10.59 8.02  -0.04
68 H 13.06 9.83 5.90  0.12
69 H 13.15 12.26 5.70  0.10
70 H 9.92 12.52 8.53  0.08
71 H 9.80 10.10 8.65  0.13

Spin multiplicity = 1
Net charge = +2
Frontier orbital gap = 7.19 eV
ΔE to the lowest compared entry with this formula, charge and spin = 0.000 eV
HOMO energy = -13.5591 eV

[2]
A molecular structure, C31H32N7O8P2Pb, computed with ωB97M-V with the def2-TZVPD basis set.

Last column: Löwdin charge in e.
Geometry (Å):
1 Pb -0.39 0.19 0.05  1.54
2 C 0.25 -3.32 -5.50  -0.01
3 C 0.77 -2.82 -4.20  -0.20
4 C 1.74 -1.81 -4.15  0.01
5 C 2.15 -1.32 -2.95  0.01
6 C 1.60 -1.79 -1.72  -0.22
7 N 1.96 -1.24 -0.56  0.16
8 C 3.20 -0.74 -0.43  -0.17
9 C 4.26 -1.31 -1.20  0.02
10 C 5.55 -0.88 -1.12  0.00
11 C 5.87 0.16 -0.25  -0.21
12 C 7.29 0.63 -0.10  -0.02
13 C 4.87 0.70 0.56  0.04
14 C 3.55 0.28 0.52  -0.06
15 N 2.67 0.98 1.36  -0.08
16 C 2.86 2.25 1.84  -0.05
17 C 1.92 2.48 2.79  -0.03
18 C 1.17 1.29 2.83  -0.15
19 N 1.59 0.39 1.97  0.01
20 C 0.55 -2.80 -1.78  -0.10
21 C 0.21 -3.31 -3.01  0.04
22 N -0.03 -3.36 -0.65  -0.08
23 C -0.47 -4.65 -0.49  -0.04
24 C -1.05 -4.72 0.73  -0.02
25 C -0.93 -3.42 1.27  -0.10
26 N -0.31 -2.61 0.44  0.02
27 H 0.90 -3.05 -6.33  0.09
28 H 0.12 -4.40 -5.49  0.10
29 H -0.73 -2.88 -5.68  0.11
30 H 2.11 -1.38 -5.07  0.13
31 H 2.77 -0.43 -2.92  0.11
32 H 4.03 -2.19 -1.79  0.13
33 H 6.33 -1.36 -1.70  0.13
34 H 7.86 0.46 -1.01  0.09
35 H 7.33 1.69 0.15  0.09
36 H 7.77 0.08 0.71  0.10
37 H 5.16 1.46 1.28  0.12
38 H 3.62 2.89 1.43  0.13
39 H 1.77 3.39 3.34  0.11
40 H 0.29 1.07 3.42  0.12
41 H -0.56 -4.06 -3.06  0.13
42 H -0.31 -5.40 -1.25  0.13
43 H -1.49 -5.59 1.19  0.11
44 H -1.28 -3.04 2.21  0.12
45 C -1.32 3.67 -3.23  -0.06
46 C -0.56 2.36 -3.42  -0.54
47 O -0.29 2.21 -4.83  -0.10
48 P -1.65 0.93 -2.99  0.45
49 O -2.77 1.44 -2.05  -0.14
50 O -2.32 0.63 -4.38  -0.09
51 O -0.92 -0.24 -2.40  -0.37
52 P 1.10 2.34 -2.58  0.35
53 O 1.49 3.89 -2.38  -0.13
54 O 2.01 1.70 -3.58  -0.31
55 O 1.00 1.80 -1.17  -0.45
56 H -2.28 3.64 -3.74  0.09
57 H -0.73 4.48 -3.64  0.09
58 H -1.50 3.87 -2.17  0.07
59 H 0.63 1.87 -4.88  0.07
60 H -2.96 0.86 -1.20  0.07
61 H -1.75 1.01 -5.08  0.08
62 H 1.95 4.24 -3.16  0.09
63 O -2.76 0.06 0.11  -0.33
64 C -3.54 0.38 1.15  -0.35
65 C -4.46 -0.56 1.63  -0.01
66 C -5.30 -0.27 2.69  -0.08
67 C -5.26 0.98 3.31  -0.09
68 C -4.35 1.91 2.85  -0.05
69 C -3.49 1.63 1.78  -0.10
70 C -2.53 2.66 1.34  -0.28
71 N -1.32 2.46 0.87  0.02
72 C -0.77 3.71 0.63  -0.14
73 C -1.66 4.67 0.97  -0.07
74 N -2.78 3.99 1.42  0.12
75 H -4.50 -1.51 1.13  0.12
76 H -6.00 -1.02 3.03  0.11
77 H -5.91 1.21 4.14  0.10
78 H -4.28 2.87 3.35  0.11
79 H 0.22 3.82 0.21  0.09
80 H -1.63 5.74 0.91  0.11
81 H -3.66 4.40 1.69  0.16

Spin multiplicity = 1
Net charge = +1
Frontier orbital gap = 4.16 eV
ΔE to the lowest compared entry with this formula, charge and spin = 0.000 eV
HOMO energy = -9.8514 eV

[3]
A molecular structure, C31H33AsAuF6O3Sb2, computed with ωB97M-V with the def2-TZVPD basis set.

Last column: Löwdin spin population.
Geometry (Å):
1 Au 2.73 1.75 0.91  0.01
2 C 0.77 5.72 1.51  0.06
3 C 1.34 4.69 2.42  0.46
4 C 1.51 4.95 3.88  0.06
5 O 0.98 3.41 2.07  0.12
6 C 3.57 4.85 1.64  0.06
7 O 3.92 5.84 2.14  0.09
8 O 3.59 3.90 0.93  0.06
9 H -0.30 5.83 1.71  0.03
10 H 0.89 5.45 0.46  0.01
11 H 1.24 6.69 1.69  0.00
12 H 0.53 4.95 4.37  0.02
13 H 1.97 5.91 4.04  0.00
14 H 2.12 4.17 4.35  0.01
15 H 0.85 2.86 2.87  0.00
16 C -2.60 -1.71 1.72  0.10
17 C -1.87 -2.99 1.33  0.03
18 C -0.36 -2.98 1.51  0.11
19 Sb 0.49 -1.82 -0.07  0.45
20 C 0.39 -3.18 -1.67  0.07
21 C 1.48 -4.02 -1.92  0.02
22 C 1.37 -5.02 -2.87  0.00
23 C 0.18 -5.19 -3.57  0.00
24 C -0.90 -4.36 -3.32  0.00
25 C -0.80 -3.36 -2.36  0.01
26 C 2.41 -1.01 -0.19  0.05
27 C 2.97 -0.99 -1.45  0.03
28 C 4.26 -0.48 -1.66  0.00
29 C 4.99 0.03 -0.61  0.03
30 C 4.43 0.04 0.68  0.00
31 C 3.12 -0.45 0.91  0.01
32 Sb -2.78 -0.03 0.38  0.56
33 C -1.25 0.91 -0.72  0.16
34 C -0.56 1.97 -0.14  0.03
35 C 0.42 2.63 -0.88  0.01
36 C 0.73 2.21 -2.17  0.02
37 C 0.04 1.15 -2.74  0.01
38 C -0.96 0.51 -2.03  0.07
39 C -4.14 -0.61 -1.08  0.07
40 C -4.86 -1.80 -0.95  0.03
41 C -5.76 -2.17 -1.94  0.00
42 C -5.96 -1.34 -3.03  0.04
43 C -5.26 -0.14 -3.16  0.00
44 C -4.35 0.23 -2.18  0.03
45 H -2.22 -1.28 2.64  0.00
46 H -3.67 -1.90 1.85  0.00
47 H -2.15 -3.34 0.33  0.00
48 H -2.25 -3.75 2.02  0.01
49 H 0.06 -3.97 1.32  0.02
50 H -0.04 -2.61 2.48  0.00
51 H 2.42 -3.91 -1.39  0.00
52 H 2.21 -5.67 -3.07  0.00
53 H 0.10 -5.97 -4.32  0.00
54 H -1.83 -4.49 -3.86  0.00
55 H -1.66 -2.73 -2.17  0.00
56 H 2.43 -1.39 -2.30  0.00
57 H 4.69 -0.50 -2.65  0.00
58 H 5.99 0.40 -0.75  0.00
59 H 5.03 0.33 1.53  0.00
60 H 2.80 -0.65 1.93  0.00
61 H -0.78 2.31 0.86  0.00
62 H 0.91 3.50 -0.47  0.00
63 H 1.49 2.73 -2.74  0.00
64 H 0.25 0.85 -3.76  0.00
65 H -1.53 -0.29 -2.51  0.00
66 H -4.73 -2.45 -0.10  0.00
67 H -6.32 -3.09 -1.84  0.00
68 H -6.68 -1.62 -3.80  0.00
69 H -5.44 0.50 -4.01  0.00
70 H -3.82 1.17 -2.28  0.00
71 F 0.29 0.09 2.03  0.02
72 As 0.60 0.10 3.81  0.00
73 F -0.84 -0.83 3.99  0.00
74 F -0.31 1.59 3.85  0.00
75 F 0.89 0.13 5.48  0.00
76 F 2.03 1.06 3.48  0.00
77 F 1.54 -1.33 3.55  0.00

Spin multiplicity = 4
Net charge = +2
Frontier orbital gap (spin up / spin down) = 6.60 / 6.32 eV
ΔE to the lowest compared entry with this formula, charge and spin = 0.000 eV
HOMO energy (spin up / spin down) = -12.3908 / -14.8909 eV

Number 1: total energy -64901.7615 eV. Number 2: total energy -83302.8061 eV. Number 3: total energy -132719.7272 eV.